No. 1
# C5H22NO8

7 unconnected molecules or ions with the total composition C5H22NO8 in a non-equilibrium geometry (wB97M-V/def2-TZVPD, the OMol25 dataset).

Geometry as ORCA input:
```
! RIJCOSX wB97M-V def2-TZVPD def2/J DEFGRID3
* xyz -1 1
O -6.32431 5.12899 1.57151
C -0.48114 0.00387 0.50153
H -5.42408 5.33190 1.27584
H 0.59293 -0.10545 -1.62439
O 3.84010 -3.83303 -0.02114
H 4.18017 -4.38927 -0.73804
H -4.05367 -0.62296 0.67277
H -1.70255 -1.65556 0.32372
H 2.58764 -1.30868 -3.67665
O 1.77082 -0.78807 -3.70432
C 3.33997 0.73911 -0.95150
H 3.71243 -1.44403 -0.52836
H -6.51798 4.27273 1.16127
H 2.43634 0.20941 1.17719
H 1.26362 -1.18663 -4.42742
O -6.17427 2.50521 -0.45385
H 3.90180 -4.39858 0.76330
C 0.82985 -0.30967 -0.47324
H 5.32186 -1.01619 1.05809
O -1.46671 -2.32147 2.56427
O -4.80905 -0.02099 0.75042
H 1.64490 1.71361 0.22279
H -7.08879 2.80393 -0.56968
N 5.37036 -0.27994 0.32028
H -4.41521 0.86057 0.66843
O -1.77767 -0.65205 0.23372
C 2.06423 0.60270 0.11551
H 5.33185 0.68835 0.70730
H -2.12598 -2.33100 3.27439
C 4.39525 -0.50783 -0.81341
H 1.14741 -1.45853 -0.43351
H -6.26409 1.61825 -0.07408
O -0.45724 0.87990 1.53234
H 2.90940 0.90594 -2.03134
H -1.44032 -1.39491 2.28181
H 3.88216 1.76039 -0.65555
*
```

## Properties
Kohn-Sham gap (eV): 2.7119
ΔE to the lowest compared entry with this formula, charge and spin (eV): 10.0032
LUMO level (eV): 2.17
Strongest force on any atom (eV Å⁻¹): 8.84
E (eV): -23407.03050

No. 2
# C3H3BrN2OS

2 unconnected molecules or ions with the total composition C3H3BrN2OS in a non-equilibrium geometry (wB97M-V/def2-TZVPD, the OMol25 dataset).

Geometry as ORCA input:
```
! RIJCOSX wB97M-V def2-TZVPD def2/J DEFGRID3
* xyz 0 1
H 0.78474 -1.95374 0.12555
C 0.47506 -0.87764 0.02248
N -0.49373 1.12620 0.09564
C 0.65166 1.14269 -0.67150
Br -4.48847 -0.67839 -0.04655
N 1.21804 -0.01325 -0.76517
O -1.33684 3.54031 -0.24467
H -1.27066 -0.53685 1.32767
S -1.76717 2.27382 0.24538
C -0.56688 -0.16799 0.59641
H 1.01530 2.02216 -1.10562
*
```

## Properties
Kohn-Sham gap (spin up / spin down) (eV): 7.9706 / 4.8127
ΔE to the lowest compared entry with this formula, charge and spin (eV): 0.7905
LUMO level (spin up / spin down) (eV): -1.45 / -4.01
Strongest force on any atom (eV Å⁻¹): 2.95
E (eV): -89062.05472

No. 3
# C12H24FO12

5 unconnected molecules or ions with the total composition C12H24FO12 in a non-equilibrium geometry (wB97M-V/def2-TZVPD, the OMol25 dataset).

Geometry as ORCA input:
```
! RIJCOSX wB97M-V def2-TZVPD def2/J DEFGRID3
* xyz -1 1
H 1.59114 -0.72617 1.15712
O -3.57669 -2.37368 -2.27683
H 2.17967 0.10915 -2.75895
O 4.52822 -3.09513 1.19102
H 4.99030 4.94581 -1.43236
O -2.36369 2.80455 1.53751
F 0.17719 -0.18990 -0.82058
H -1.56778 -0.80150 2.06271
H 0.77939 -1.59993 2.41902
C -4.35271 -2.32260 -1.21402
O 3.55061 1.60960 -2.51557
H 3.33418 -0.20654 -1.57223
H -2.00194 0.07530 0.70605
H 5.16814 5.34542 -3.14864
C -4.23242 3.81298 3.39796
H -0.68835 0.63748 1.78261
C 5.62768 -3.01594 0.32320
H -5.32204 3.90734 3.37854
O -4.76022 -3.58284 -0.95833
C 3.37972 -2.58197 0.76313
C -2.91039 2.13384 2.35316
C 3.39258 2.86496 -2.16308
H -4.35671 -4.25710 0.89538
O -3.90859 2.47007 3.17597
O -2.60909 0.85942 2.63045
H 5.83407 -1.97993 0.04459
O 2.60538 3.30677 -1.35363
O 4.25667 3.62351 -2.82165
H 0.75094 -2.22828 0.74928
H 1.97106 0.85080 -1.16985
C -1.69942 0.23757 1.74080
H -3.88644 4.45859 2.58116
H -5.68670 -2.97546 0.83075
C 2.70121 0.60150 -1.93728
H 3.57186 5.53764 -2.29443
H -2.45533 -1.28500 -3.60377
H -3.80897 4.12177 4.35815
O 2.54153 -2.48104 1.78001
C -2.73232 -1.24451 -2.55282
C -5.20693 -3.83385 0.36377
O -4.68128 -1.35596 -0.59162
O 3.17891 -2.16325 -0.34468
H 6.51477 -3.45385 0.77319
C 4.48452 4.95624 -2.40002
H -3.29174 -0.32735 -2.36886
H 5.46974 -3.53880 -0.62424
H -1.83735 -1.33052 -1.93111
C 1.35723 -1.73281 1.50483
H -5.99959 -4.58639 0.35421
*
```

## Properties
Kohn-Sham gap (eV): 7.5028
ΔE to the lowest compared entry with this formula, charge and spin (eV): 0.0373
LUMO level (eV): 2.86
Strongest force on any atom (eV Å⁻¹): 2.21
E (eV): -40121.13627

No. 4
# C4H12KO4

A molecular structure, C4H12KO4 in a non-equilibrium geometry (wB97M-V/def2-TZVPD, the OMol25 dataset).

Geometry as ORCA input:
```
! RIJCOSX wB97M-V def2-TZVPD def2/J DEFGRID3
* xyz 1 1
C 3.31412 3.71295 3.04419
H -3.95115 -4.23979 -4.01788
H 3.68106 1.85601 2.78884
H -3.44926 -6.05264 -2.96193
H 2.35530 5.50351 3.90598
O -1.01321 -3.14373 -2.75260
O -2.65859 -5.54015 -3.14575
H -3.60202 -3.93004 -2.22370
H -1.55551 -3.72619 -4.56373
H -2.21005 -2.29529 -3.96577
C -3.23262 -4.24917 -3.19828
H 4.22529 3.76871 3.63980
C -1.99742 -3.31810 -3.65474
H 3.41552 4.18879 2.06880
C 2.11433 4.45117 3.75562
H 1.94939 4.03730 4.75040
O 2.91998 2.43748 2.85410
H 0.39287 5.13305 3.04892
H -0.54565 -3.96964 -2.60812
O 0.99619 4.40292 2.89233
K -1.14856 0.97284 0.34352
*
```

## Properties
Kohn-Sham gap (eV): 8.2144
ΔE to the lowest compared entry with this formula, charge and spin (eV): 2.0087
LUMO level (eV): -4.22
Strongest force on any atom (eV Å⁻¹): 3.57
E (eV): -28850.48506

No. 5
# C18H27IO16P

6 unconnected molecules or ions with the total composition C18H27IO16P in a non-equilibrium geometry (wB97M-V/def2-TZVPD, the OMol25 dataset).

Geometry as ORCA input:
```
! RIJCOSX wB97M-V def2-TZVPD def2/J DEFGRID3
* xyz -1 1
H -1.04538 1.79791 0.94781
H 1.44180 4.26092 3.84756
C -3.54000 -3.40292 4.65856
H -0.10829 -2.04096 2.95769
C -2.71454 0.54785 0.34809
H 0.46518 5.39999 -2.56600
C -3.64122 2.60864 0.25585
C 2.49847 -2.66621 -4.29215
H -0.00662 3.11241 -4.54628
C 1.52164 5.37872 -5.16107
O 0.40155 -3.58212 -4.13846
C -2.68945 -3.49060 2.57315
C 1.10337 3.72653 0.78483
I 1.33569 -0.15171 1.20912
H -3.01666 -0.00357 -0.54402
C 0.41168 5.31256 2.23299
H 2.52347 5.13214 2.74069
H 2.23502 -2.52360 -0.15668
O 1.14915 3.05139 -0.18960
O -2.44463 -3.20014 1.45167
H -1.17556 4.31380 -3.96443
O -3.20599 -2.64128 3.50195
H -3.08624 -5.52234 4.92508
H -3.35011 -2.82712 5.56165
H 1.29568 -3.32061 -5.99387
C 3.31168 -3.60037 1.27440
H -1.65892 -4.46381 4.97590
H -0.17343 -4.59822 1.99018
O 2.08311 -2.73698 -2.93226
O 0.23100 5.00295 -5.33820
O 1.96364 5.01897 -3.93594
H 1.67669 -4.18815 0.15030
O -2.48144 -4.71794 3.11202
H 1.87609 -2.48824 2.89628
H 3.00445 -1.72365 -4.48784
C -1.64238 1.57104 0.06663
H 5.30106 -3.66844 2.33634
H -0.97693 1.28218 -0.73973
C 0.89969 -3.40071 -2.87845
O 1.68068 3.42313 1.96607
H 3.18648 -3.49028 -4.49494
H 0.50020 6.39270 2.32513
O -2.41642 2.73519 -0.29672
O 0.37541 -3.76583 -1.88452
O -4.46120 3.47557 0.28580
C -2.64078 -4.61445 4.52320
O 0.45049 4.91976 0.86047
C -0.13751 4.15300 -4.24350
C 0.83692 4.56847 -3.16687
C 2.04621 -3.27334 0.60826
H -4.60078 -3.66464 4.61701
H 1.11407 3.75207 -2.50584
P 0.79260 -2.59089 1.95534
O 0.51336 -4.21304 2.54507
C 4.37309 -3.74910 1.82559
O -3.81574 1.37401 0.77438
C 1.19004 -2.80757 -5.04031
H 0.69796 -1.84612 -5.20396
C 1.59259 4.56510 2.81470
O 2.17354 5.94769 -5.97757
H -0.25104 -2.68283 0.99215
H -2.43314 -0.16048 1.12327
H -0.53940 4.99356 2.66407
*
```

## Properties
Kohn-Sham gap (eV): 6.4592
LUMO level (eV): 2.19
Strongest force on any atom (eV Å⁻¹): 2.64
E (eV): -69252.47863

No. 6
# C14H22NO2

A gas-phase ion, C14H22NO2 (charge +1) in a non-equilibrium geometry (wB97M-V/def2-TZVPD, the OMol25 dataset).

Geometry as ORCA input:
```
! RIJCOSX wB97M-V def2-TZVPD def2/J DEFGRID3
* xyz 1 1
C -1.26575 0.45952 -0.19362
H 2.55317 -0.66022 -2.31291
C -2.43324 -0.45311 1.67431
C -1.75962 0.63378 1.09222
O -1.47795 4.29579 -0.86599
H -0.78403 -0.00968 -2.73585
H 1.31433 0.51934 -2.05530
H -2.83580 -0.40180 2.67454
C -1.41759 -0.73539 -0.86110
C 2.05218 -0.40801 -0.24156
C 1.65320 -0.46788 -1.72993
H -1.86075 3.98968 1.95082
H 2.66692 -3.14659 0.65897
H 0.59125 3.22828 -0.71859
H -2.99140 3.22019 0.88333
C -0.83539 -0.96303 -2.21681
C 3.35154 -1.16791 0.11465
C -1.95084 3.20339 1.19477
C -2.59126 -1.61081 0.98531
H -2.21167 -2.59960 -0.76144
H -3.11207 -2.46812 1.38290
H 4.02580 -2.57323 1.64049
C -1.59172 1.89277 1.90127
H -0.54968 1.93561 2.22663
C -1.06955 3.65325 0.06184
H 4.02156 -0.45245 0.58878
H 0.58775 -2.25849 -1.25420
H -0.72705 1.24765 -0.69033
H 3.80572 -1.58786 -0.77907
H 2.38864 -1.94880 1.90574
H -2.20943 1.78540 2.78970
H 1.24436 -0.79264 0.38772
C 3.10324 -2.27409 1.15012
H -1.45087 -1.66820 -2.77509
O 0.24121 3.30105 0.17985
C 0.60000 -1.53002 -2.07163
H 2.14874 0.64272 0.03808
H 0.86242 -2.09948 -2.96029
N -2.08636 -1.73103 -0.25831
*
```

## Properties
Kohn-Sham gap (eV): 9.3831
ΔE to the lowest compared entry with this formula, charge and spin (eV): 0.0000
LUMO level (eV): -4.17
Strongest force on any atom (eV Å⁻¹): 1.05
E (eV): -20454.52763
SMILES string: CCCCCCc1cc(CCC(=O)O)cc[nH+]1

No. 7
# C11H13N3

A single C11H13N3 molecule in a non-equilibrium geometry (wB97M-V/def2-TZVPD, the OMol25 dataset).

Geometry as ORCA input:
```
! RIJCOSX wB97M-V def2-TZVPD def2/J DEFGRID3
* xyz 0 1
H 5.51844 -0.77998 -0.51187
H 2.13518 -1.31726 2.04784
C 2.07481 -0.31910 -1.10694
H 1.35527 0.08156 -1.85890
C -0.58154 0.14487 -0.46120
C -3.11778 0.23791 -0.44928
C -1.64853 -1.31754 0.85939
H 3.81121 -0.14835 -2.40775
C -3.35330 1.87063 -0.09290
H -3.20826 2.32377 -1.02415
C 0.21588 -0.80303 0.16359
H -4.04208 -0.29589 -0.10176
N -2.66461 2.45173 1.01062
H -3.21769 0.20295 -1.53775
C 1.63315 -0.73335 0.04302
C 2.57480 -1.08216 1.09834
N -1.86048 -0.32640 -0.04079
N -0.37152 -1.65159 1.07367
H 4.71354 -1.53271 1.49709
H -2.72607 1.87742 1.88116
C 4.37759 -0.76308 -0.47814
H -1.65656 2.45316 0.81677
H -4.43558 2.13244 0.18907
H -2.40325 -1.96842 1.26517
C 3.98727 -1.20749 0.75309
C 3.44663 -0.40870 -1.39556
H -0.55650 0.87860 -1.23182
*
```

## Properties
Kohn-Sham gap (eV): 8.9099
ΔE to the lowest compared entry with this formula, charge and spin (eV): 1.6941
LUMO level (eV): 0.75
Strongest force on any atom (eV Å⁻¹): 5.52
E (eV): -16086.13319
SMILES string: NCCn1cnc(-c2ccccc2)c1

No. 8
# C3H3AuFO2

A molecular structure, C3H3AuFO2 in a non-equilibrium geometry (wB97M-V/def2-TZVPD, the OMol25 dataset).

Geometry as ORCA input:
```
! RIJCOSX wB97M-V def2-TZVPD def2/J DEFGRID3
* xyz 3 3
O 1.00866 0.91720 0.30943
H 1.62281 -0.23290 -1.33320
H -1.05398 -1.23279 -0.93162
F 1.67653 -1.27460 0.38533
C -0.33746 1.00090 0.28028
H -0.90121 1.05139 -0.94809
C -0.43980 -0.44559 -0.50224
O -0.83573 -0.16928 0.86369
Au -1.82359 0.73669 2.26385
C 1.08377 -0.35103 -0.38744
*
```

## Properties
Kohn-Sham gap (spin up / spin down) (eV): 9.5964 / 5.4001
ΔE to the lowest compared entry with this formula, charge and spin (eV): 4.6751
LUMO level (spin up / spin down) (eV): -18.48 / -22.27
Strongest force on any atom (eV Å⁻¹): 4.84
E (eV): -13612.05935
⟨S²⟩: 2.01